No. 1
ORCA calculation (wB97M-V/def2-TZVPD) on C20H15Cl5MoN2O3S as an isolated structure.

Last column: Löwdin spin population.
Element x y z (Å)
Mo  -0.347838  0.750260  0.177118  2.02
Cl  2.579721  0.421351  0.339607  0.04
C  1.926449  0.089830  1.938253  0.02
C  0.552505  0.185814  2.042608  0.01
C  0.001672  -0.062678  3.291740  0.02
Cl  -1.711981  0.083579  3.479106  0.02
C  0.795675  -0.414081  4.381722  0.00
Cl  0.082848  -0.727777  5.910863  0.00
C  2.182805  -0.506302  4.226732  0.02
Cl  3.171910  -0.931276  5.560155  0.01
C  2.767248  -0.246294  2.987760  0.00
Cl  4.465111  -0.341318  2.764739  0.00
C  -4.018586  0.615712  -0.986920  0.00
C  -3.924113  -0.756949  -0.383112  -0.02
C  -5.025939  -1.591796  -0.296759  0.00
C  -4.913418  -2.856888  0.261723  -0.03
C  -3.692340  -3.312020  0.737370  0.00
C  -2.559525  -2.516336  0.670976  -0.03
C  -1.239520  -3.003203  1.198694  0.00
C  -2.698237  -1.236675  0.114478  0.00
N  -1.598934  -0.401307  0.055402  -0.17
H  -5.032796  0.840969  -1.307282  0.00
H  -3.372799  0.712564  -1.861255  0.00
H  -3.711824  1.385243  -0.273592  0.00
H  -5.979852  -1.246334  -0.673941  0.00
H  -5.784220  -3.496526  0.321575  0.00
H  -3.613934  -4.304744  1.162904  0.00
H  -1.082010  -2.653761  2.221726  0.00
H  -0.406600  -2.640727  0.596677  0.00
H  -1.214285  -4.091525  1.209478  0.00
N  0.326766  2.949600  0.363643  0.02
C  -0.401265  3.305023  -0.845858  0.02
C  -0.530069  2.320221  -1.830648  0.03
C  -1.358129  2.527048  -2.928525  0.00
C  -2.095692  3.691794  -3.007724  0.00
C  -1.949832  4.681557  -2.041186  0.00
C  -1.107249  4.489439  -0.955146  0.00
S  -3.347193  3.845994  -4.301527  0.00
O  -2.805923  3.049682  -5.383355  0.00
O  -3.425684  5.271805  -4.535149  0.00
O  -4.495236  3.262029  -3.627548  0.00
H  1.324606  3.139337  0.319935  0.00
H  -0.050346  3.446654  1.163883  0.00
H  0.103970  1.417820  -1.878822  0.02
H  -1.461405  1.785680  -3.710374  0.00
H  -2.519700  5.595193  -2.151911  0.00
H  -1.018330  5.243307  -0.181389  0.00

Atoms 1-3, force components in eV/Å:
Mo 0.0 0.4 -0.1
Cl 0.0 0.0 -0.1
C -0.1 0.0 0.0

As for the LUMO energy (spin up / spin down): -1.7 / -2.0 eV. As for the expectation value of S²: 2.082. As for the spin multiplicity: 3. The HOMO-LUMO gap (spin up / spin down) is 0.2423 / 0.2317 Eh. The value obtained for the total energy is -3873.64353 a.u.

***

No. 2
ORCA calculation (wB97M-V/def2-TZVPD) on C24H45AlBr3F18N3O31S12 as an isolated structure in a non-equilibrium geometry.

Last column: Löwdin charge in e.
Element x y z (Å)
Al  -0.986925  1.676345  0.125968  1.42
C  -2.782467  5.014607  -3.514900  -0.61
F  -2.554257  4.928297  -4.860614  0.12
F  -2.873647  6.282718  -3.131945  0.19
F  -3.866650  4.332013  -3.199967  0.16
S  -1.313964  4.108186  -2.711954  0.67
O  -0.082495  4.488989  -3.314533  -0.26
O  -1.307505  4.639172  -1.330097  -0.33
N  -1.586110  2.404125  -2.595645  -0.29
S  -1.846068  1.976359  -4.063298  0.62
O  -3.301665  1.800721  -4.449470  -0.30
O  -0.975325  2.676470  -5.010975  -0.29
C  -1.067495  0.187866  -4.123054  -0.57
F  -1.771416  -0.602397  -4.945972  0.14
F  0.176747  0.268104  -4.619995  0.13
F  -1.045732  -0.231001  -2.825756  0.07
C  -2.793310  5.070896  3.617283  -0.57
F  -1.582201  5.587981  3.724797  0.17
F  -3.468095  5.433274  4.756002  0.11
F  -3.434551  5.607920  2.595120  0.15
S  -2.941159  3.079571  3.499159  0.70
O  -1.596054  2.539493  3.715681  -0.33
O  -4.019022  2.683269  4.386788  -0.26
N  -3.106234  2.790497  1.821249  -0.24
S  -4.693076  2.697264  1.751431  0.57
O  -5.281754  1.394154  1.767574  -0.22
O  -5.506696  3.658051  2.473535  -0.22
C  -4.940130  3.291101  -0.095477  -0.62
F  -4.137397  2.658576  -0.881047  0.13
F  -6.217301  3.081615  -0.493580  0.15
F  -4.590736  4.613508  -0.163275  0.11
C  0.558188  -2.661174  0.508860  -0.56
F  0.752969  -3.915547  0.042225  0.14
F  -0.693678  -2.168955  0.220224  0.08
F  0.658054  -2.786312  1.816363  0.13
S  1.870091  -1.404794  -0.275371  0.76
O  3.235808  -1.912710  -0.067873  -0.28
O  1.522919  -1.137784  -1.653576  -0.28
N  1.436500  0.054516  0.728030  -0.25
S  2.480375  -0.027042  1.721525  0.50
O  2.318366  -1.103535  2.725619  -0.30
O  3.859964  0.202650  1.243876  -0.29
C  2.117154  1.541563  2.722013  -0.70
F  0.845117  1.720716  2.717382  0.12
F  2.503818  1.353488  3.986647  0.15
F  2.688855  2.596858  2.187270  0.15
O  0.733378  4.180917  1.109025  -0.33
S  1.505560  5.385701  1.258304  0.65
O  1.259729  6.310028  2.357924  -0.28
O  3.101104  5.124897  0.971844  -0.29
C  4.075411  5.991014  1.563318  -0.25
C  4.922182  5.160853  2.517037  -0.06
C  1.349190  6.373226  -0.247272  -0.09
H  3.630819  6.777999  2.172491  0.11
H  4.674719  6.422683  0.761708  0.13
H  5.839225  5.606009  2.903003  0.08
H  5.287206  4.242751  2.056661  0.07
H  4.413469  4.900497  3.445226  0.08
H  0.342156  6.780805  -0.335893  0.07
H  1.649653  5.790569  -1.118099  0.05
H  2.036781  7.174950  0.022097  0.07
O  3.012063  -7.634256  -3.587437  -0.29
S  3.742088  -7.070783  -2.489009  0.70
O  5.224470  -6.932403  -2.561817  -0.32
O  2.975453  -5.688464  -1.996578  -0.26
C  2.666425  -4.701629  -2.887774  -0.31
C  3.758669  -3.701180  -3.045283  -0.07
C  3.376607  -8.171173  -0.999218  -0.09
H  1.816914  -4.164889  -2.465454  0.11
H  2.392462  -5.283927  -3.767529  0.12
H  4.705319  -4.121552  -3.384757  0.08
H  4.093487  -2.994236  -2.286198  0.06
H  3.488355  -2.983796  -3.820139  0.08
H  3.673296  -9.188508  -1.254391  0.07
H  2.304703  -8.105732  -0.812573  0.05
H  3.849817  -7.754361  -0.110156  0.06
O  -1.927207  -2.634628  3.041727  -0.29
S  -1.771743  -1.218924  3.304400  0.69
O  -1.561152  -0.262799  2.188980  -0.38
O  -3.067957  -0.698267  4.145391  -0.26
C  -3.633706  -1.512957  5.191251  -0.25
C  -4.524371  -0.664433  6.069029  -0.06
C  -0.422322  -0.970670  4.612683  -0.03
H  -2.899145  -2.065585  5.777024  0.11
H  -4.377593  -2.203824  4.794460  0.12
H  -5.465475  -1.155954  6.315695  0.08
H  -5.067327  0.149023  5.587781  0.08
H  -4.045605  -0.266946  6.963954  0.08
H  0.447751  -1.534171  4.275720  0.05
H  -0.842399  -1.322728  5.554854  0.06
H  -0.221228  0.100386  4.634966  0.06
O  -2.816936  -0.653806  -0.555831  -0.37
S  -4.001332  -1.267568  -1.146445  0.71
O  -5.275394  -0.650469  -0.780076  -0.27
O  -3.749324  -1.149596  -2.820823  -0.30
C  -4.670060  -1.884103  -3.668384  -0.22
C  -5.067374  -0.860451  -4.915763  -0.03
C  -4.008349  -3.114390  -0.840114  -0.06
H  -5.601739  -2.068820  -3.133638  0.10
H  -4.237098  -2.798836  -4.073219  0.11
H  -5.470630  0.056161  -4.485286  0.06
H  -5.843168  -1.255519  -5.571642  0.07
H  -4.106767  -0.609075  -5.365350  0.04
H  -4.627635  -3.241109  0.047882  0.07
H  -2.994818  -3.420540  -0.581013  0.05
H  -4.218097  -3.700628  -1.734779  0.07
O  1.417486  2.742143  -1.342654  -0.37
S  2.753807  2.942212  -1.904779  0.74
O  3.518945  4.227850  -1.864799  -0.30
O  3.733829  1.699552  -1.329525  -0.28
C  5.113320  1.746569  -1.770005  -0.27
C  6.054894  1.701979  -0.574762  -0.08
C  2.613944  2.329598  -3.699014  -0.04
H  5.340856  2.502159  -2.521949  0.11
H  5.304337  0.854123  -2.365961  0.12
H  5.996561  2.536256  0.124289  0.08
H  7.031954  1.631712  -1.052775  0.08
H  6.102782  0.658585  -0.263082  0.02
H  2.677710  1.256443  -3.519066  0.06
H  3.480521  2.687482  -4.254955  0.07
H  1.600150  2.628617  -3.965302  0.04
C  7.006118  -1.542251  1.415910  -1.41
Br  7.993981  -2.004363  -0.312073  0.49
Br  7.684511  0.192674  2.221742  0.50
Br  7.226390  -2.879023  2.867270  0.52
H  5.946482  -1.404761  1.200581  -0.05
C  -1.812793  -5.988259  1.512328  -0.25
C  -3.240668  -5.546988  1.731209  -0.16
O  -3.840579  -5.928967  0.494517  -0.22
S  -2.948550  -6.995047  -0.472862  0.75
O  -2.576068  -6.245409  -1.675749  -0.26
O  -3.506223  -8.297288  -0.629349  -0.21
O  -1.658725  -6.976142  0.586228  -0.17
H  -1.315248  -6.346246  2.413650  0.14
H  -1.261392  -5.099495  1.205501  0.11
H  -3.258528  -4.458003  1.774716  0.10
H  -3.674123  -5.960180  2.641975  0.13

Atoms 1-3, force components in eV/Å:
Al -0.2 0.1 0.0
C 0.2 -0.8 -1.8
F -0.6 0.6 1.7

As for the LUMO energy: -7.4 eV. As for the spin multiplicity: 1. The HOMO-LUMO gap is 0.0998 Eh. The value obtained for the total energy is -17977.78342 a.u.

***

No. 3
ORCA calculation (wB97M-V/def2-TZVPD) on a 2-piece molecular cluster, C3H9OPS overall in a non-equilibrium geometry.

Last column: Löwdin charge in e.
Element x y z (Å)
C  -2.118564  -1.699214  -0.107589  -0.24
C  0.071757  0.513351  -1.352310  -0.35
C  1.152119  1.585053  0.896639  -0.36
O  -2.910922  -0.854691  -0.484182  -0.04
P  -0.064248  0.223923  0.468182  0.57
S  1.376702  -1.395174  0.560860  0.39
H  -1.530579  -2.182971  -0.756478  0.02
H  1.666402  -1.270937  1.809949  -0.24
H  -1.909794  -2.033298  0.918436  0.07
H  -0.748357  -0.201795  -1.833707  0.08
H  -0.157483  1.538765  -1.389224  0.00
H  1.131969  0.463327  -1.646235  0.04
H  0.849435  2.484823  0.343621  0.04
H  1.108285  1.566490  2.020217  0.04
H  2.083277  1.262347  0.551815  -0.02

Atoms 1-3, force components in eV/Å:
C -2.7 2.3 1.8
C -1.1 -2.7 0.2
C -2.1 -0.6 1.3

As for the LUMO energy: 0.5 eV. As for the spin multiplicity: 1. The HOMO-LUMO gap is 0.3410 Eh. The value obtained for the total energy is -934.41762 a.u. Its SMILES is CP(C)S.C=O.

***

No. 4
ORCA calculation (wB97M-V/def2-TZVPD) on an isolated molecule of C5H4BBrINO2 in a non-equilibrium geometry.

Last column: Löwdin charge in e.
Element x y z (Å)
B  -1.032737  -1.306199  0.151056  -0.74
C  -0.679721  1.610929  0.268783  -0.13
C  0.363474  1.527446  -0.553859  -0.14
C  0.609942  0.143022  -2.641147  0.10
C  -1.995809  1.048914  0.061507  -0.76
C  -2.285604  -0.251725  0.033419  -0.67
N  0.425318  0.786570  -1.679667  -0.02
O  -1.017847  -2.035386  -1.036722  0.11
O  -0.097303  -1.247750  1.142619  0.21
Br  -3.429336  2.280272  -0.009085  0.72
I  -4.132102  -1.183202  -0.062440  0.96
H  -0.445171  2.186363  1.041964  0.07
H  1.219285  2.103120  -0.193433  0.13
H  -0.336350  -2.691804  -0.976752  0.09
H  0.500927  -1.859924  1.460079  0.07

Atoms 1-3, force components in eV/Å:
B -0.9 0.7 -1.8
C -0.1 -1.7 -3.6
C -0.1 0.7 1.5

As for the LUMO energy: 0.0 eV. As for the spin multiplicity: 1. The HOMO-LUMO gap is 0.3274 Eh. The value obtained for the total energy is -3294.72894 a.u.

***

No. 5
ORCA calculation (wB97M-V/def2-TZVPD) on a 2-piece molecular cluster, H4O2 overall in a non-equilibrium geometry.

Last column: Löwdin charge in e.
Element x y z (Å)
H  1.651370  0.778136  -0.101426  0.00
H  0.760127  -0.417529  -0.415390  0.00
H  -1.567181  0.667755  0.305502  0.03
H  -1.139670  -0.786399  0.453511  0.05
O  1.612752  -0.151124  -0.053279  -0.05
O  -1.317398  -0.090838  -0.188916  -0.04

Atoms 1-3, force components in eV/Å:
H -0.1 1.6 -0.2
H 0.0 0.4 -0.1
H -0.3 1.0 0.7

As for the LUMO energy: 0.8 eV. As for the spin multiplicity: 1. The HOMO-LUMO gap is 0.4410 Eh. The value obtained for the total energy is -152.86970 a.u. Its SMILES is O.O.

***

No. 6
ORCA calculation (wB97M-V/def2-TZVPD) on an isolated ion of composition C5H9N2 and charge +1 in a non-equilibrium geometry.

Last column: Löwdin charge in e.
Element x y z (Å)
C  -0.495249  1.041609  -0.724484  -0.03
C  -1.969155  -1.086884  -0.173678  -0.06
C  -0.622331  -0.428886  -0.465745  -0.25
C  1.637426  0.333059  0.500828  -0.06
C  0.141484  0.348253  0.466406  -0.34
N  -2.856177  -0.135969  0.256681  0.09
N  -3.224392  0.850271  0.439015  0.44
H  0.223877  1.426198  -1.507021  0.15
H  -2.473907  -1.652149  -0.995883  0.18
H  -1.912856  -1.832979  0.664992  0.18
H  -0.146612  -0.994077  -1.229376  0.15
H  1.879126  -0.142105  1.443082  0.08
H  1.960361  1.369038  0.491691  0.09
H  2.161255  -0.158219  -0.410233  0.13
H  -1.362866  1.649029  -0.400680  0.09
H  -0.101043  0.381982  1.532317  0.16

Atoms 1-3, force components in eV/Å:
C -0.2 1.0 1.1
C 1.0 -3.6 0.2
C -1.1 -0.6 -1.9

As for the LUMO energy: -5.6 eV. As for the spin multiplicity: 1. The HOMO-LUMO gap is 0.3338 Eh. As for the net charge: +1. The value obtained for the total energy is -305.05426 a.u. Its SMILES is C[C@H]1C[C@@H]1C[N+]#N.